13
Properties=species:S:1:pos:R:3 method="wB97M-V/def2-TZVPD" homo_energy_ev=-9.92 e_tot_ev=-9272.1033 fmax_ha_per_bohr=0.0160 orbital_gap_ha=0.39639 multiplicity=1 molar_mass_g_mol=98.1 smiles="O=C1NC[C@H]2CN12"
O 1.15 2.13 0.81
C 0.78 1.17 0.18
N 1.32 -0.09 0.23
C 0.51 -1.12 -0.36
C -0.75 -0.34 -0.72
C -1.35 0.48 0.36
N -0.43 1.10 -0.61
H 2.13 -0.31 0.80
H 0.30 -1.92 0.35
H 0.99 -1.54 -1.25
H -1.36 -0.74 -1.54
H -2.39 0.80 0.41
H -0.86 0.39 1.32